Entry 1:
ORCA calculation (ωB97M-V/def2-TZVPD) on 4 unconnected molecules or ions with the total composition C22H45N7O4S in a non-equilibrium geometry.

## Properties
Charge   0
SMILES string   N#CC[C@H](C#N)CCCCSc1nnco1.COC[C@@H](C)N.COC[C@@H](C)N.COC[C@@H](C)N
HOMO-LUMO gap   9.2 eV

Last column: Mulliken charge in e.
Element x y z (Å)
N  2.46  -3.19  -0.28  -0.480
C  2.05  -2.48  -1.09  0.266
C  1.29  -1.81  -2.27  -0.635
C  0.63  -0.43  -1.85  1.076
C  -0.65  -0.27  -2.75  -0.138
N  -1.45  -0.15  -3.57  -0.462
C  1.54  0.82  -2.13  -1.208
C  2.43  1.22  -0.87  0.225
C  3.76  1.86  -1.45  -1.066
C  4.62  2.61  -0.37  -0.558
S  3.59  3.98  0.32  -0.204
C  3.82  3.93  2.12  0.543
N  3.36  4.75  3.11  -0.399
N  3.89  4.23  4.25  -0.359
C  4.62  3.13  3.97  0.012
O  4.60  2.91  2.60  -0.200
H  2.00  -1.71  -3.13  0.349
H  0.46  -2.47  -2.64  0.414
H  0.34  -0.43  -0.77  -0.179
H  0.87  1.69  -2.34  0.382
H  2.23  0.70  -3.01  0.471
H  2.66  0.33  -0.24  0.127
H  1.82  1.94  -0.28  0.169
H  4.38  0.99  -1.79  0.372
H  3.50  2.48  -2.35  0.356
H  4.94  1.85  0.38  0.390
H  5.54  3.04  -0.82  0.409
H  5.21  2.46  4.61  0.369
C  -2.66  1.67  3.32  -1.450
C  -1.98  2.27  2.10  0.090
C  -1.19  1.24  1.27  -0.595
O  0.06  0.86  1.83  -0.181
C  -0.03  -0.14  2.84  -0.814
N  -1.13  3.39  2.52  -0.728
H  -1.96  1.48  4.14  0.284
H  -3.41  2.36  3.71  0.366
H  -3.17  0.73  3.07  0.333
H  -2.77  2.67  1.45  0.482
H  -0.94  1.70  0.30  0.274
H  -1.80  0.35  1.04  0.490
H  -0.83  -0.86  2.65  0.355
H  -0.17  0.33  3.82  0.253
H  0.92  -0.67  2.87  0.217
H  -0.75  3.84  1.69  0.281
H  -0.31  2.99  2.97  0.331
C  -6.84  1.13  -5.35  -1.422
C  -5.36  0.99  -5.02  0.385
C  -4.42  1.56  -6.10  -0.639
O  -4.29  0.73  -7.25  -0.393
C  -5.34  0.86  -8.19  -0.638
N  -5.07  -0.42  -4.73  -0.726
H  -7.17  0.40  -6.09  0.282
H  -7.45  0.98  -4.46  0.357
H  -7.06  2.13  -5.74  0.341
H  -5.18  1.57  -4.10  0.372
H  -3.42  1.62  -5.67  0.334
H  -4.71  2.58  -6.39  0.393
H  -5.72  1.88  -8.24  0.293
H  -6.14  0.16  -7.96  0.221
H  -4.94  0.59  -9.17  0.258
H  -4.10  -0.49  -4.41  0.256
H  -5.07  -0.91  -5.62  0.327
C  0.78  -3.81  4.74  -1.509
C  1.72  -3.88  3.55  0.394
C  2.77  -5.01  3.64  -0.759
O  3.84  -4.74  4.53  -0.390
C  3.56  -4.99  5.90  -0.637
N  2.36  -2.57  3.37  -0.494
H  1.25  -3.37  5.62  0.327
H  -0.09  -3.20  4.51  0.272
H  0.42  -4.81  5.02  0.377
H  1.11  -4.08  2.66  0.333
H  3.23  -5.12  2.66  0.340
H  2.30  -5.97  3.88  0.441
H  2.88  -5.84  6.03  0.294
H  3.13  -4.10  6.37  0.222
H  4.50  -5.21  6.40  0.258
H  2.91  -2.59  2.51  0.239
H  3.06  -2.47  4.10  0.261

---

Entry 2:
ORCA calculation (ωB97M-V/def2-TZVPD) on 9 unconnected molecules or ions with the total composition C4H26NO10S in a non-equilibrium geometry.

## Properties
Charge   +1
HOMO-LUMO gap   9.9 eV

Last column: Mulliken charge in e.
Element x y z (Å)
O  1.73  -2.53  1.27  -0.583
C  0.98  -1.63  0.97  0.227
O  1.29  -0.44  0.51  -0.283
C  -0.50  -1.87  1.03  0.137
C  -1.10  -2.32  2.42  -0.935
C  -0.08  -2.18  3.54  -0.791
S  0.21  -0.38  3.75  -0.267
N  -1.21  -0.60  0.58  0.016
H  2.23  -0.08  0.50  0.359
H  -0.78  -2.68  0.36  0.358
H  -1.52  -3.36  2.33  0.406
H  -2.04  -1.95  2.78  0.432
H  -0.48  -2.57  4.48  0.481
H  0.81  -2.83  3.51  0.387
H  -0.71  -0.13  4.72  0.186
H  -2.06  -0.26  1.01  0.278
H  -1.54  -0.66  -0.39  0.346
H  -0.45  0.08  0.53  0.262
H  0.37  2.34  3.46  0.276
H  1.50  2.65  2.46  0.316
O  0.58  2.86  2.67  -0.602
H  -1.11  -0.16  -4.32  0.355
H  -0.76  -1.67  -4.77  0.290
O  -0.42  -0.82  -4.50  -0.630
H  0.69  -0.49  -2.84  0.296
H  2.06  0.20  -2.80  0.248
O  1.39  -0.18  -2.24  -0.541
H  4.02  -0.65  -0.57  0.348
H  3.77  -1.24  0.78  0.348
O  3.83  -0.37  0.34  -0.692
H  -3.19  1.20  -1.35  0.253
H  -1.82  0.99  -2.23  0.398
O  -2.44  0.63  -1.55  -0.667
H  -0.22  1.80  -3.50  0.391
H  -1.48  2.61  -3.51  0.315
O  -1.19  1.69  -3.57  -0.730
H  -2.43  2.17  1.90  0.298
H  -1.18  2.50  1.11  0.297
O  -2.04  2.05  1.02  -0.583
H  2.14  2.70  -3.96  0.300
H  1.42  3.21  -2.77  0.290
O  1.75  2.38  -3.13  -0.590

---

| no. | HOMO level (eV) |
| --- | --- |
| 1 | -8.98 |
| 2 | -12.45 |